i:
Formula: C55H49N6O4PdS3
Source: the Open Molecules 2025 dataset
Level of theory: the ωB97M-V functional and the def2-TZVPD basis

```
118
Properties=species:S:1:pos:R:3
Pd 0.0142 -0.0425 -0.1030
N 1.0557 -1.5649 0.8087
S 1.2107 -3.0416 0.6721
N 0.1722 -3.8151 -0.3464
S 0.3374 -4.0947 -1.8740
N 0.4703 -2.8610 -2.8313
S -0.4742 -1.5268 -2.8930
N -0.0150 -0.3418 -2.1051
C -0.5704 -1.1099 -4.6380
C -0.2395 -2.0131 -5.6314
C -0.4188 -1.6435 -6.9550
C -0.9297 -0.3926 -7.2662
C -1.2467 0.5074 -6.2599
C -1.0640 0.1513 -4.9348
C -2.1036 -2.1631 -2.4250
C -2.8800 -2.7701 -3.3935
C -4.0767 -3.3590 -3.0212
C -4.4745 -3.3446 -1.6935
C -3.6855 -2.7255 -0.7348
C -2.4897 -2.1267 -1.0972
C -1.0651 -5.1316 -2.2827
C -1.9606 -5.5492 -1.3149
C -3.0088 -6.3774 -1.6842
C -3.1482 -6.7768 -3.0051
C -2.2317 -6.3652 -3.9629
C -1.1830 -5.5369 -3.6032
C 1.7886 -5.0616 -2.2823
C 1.9473 -6.3074 -1.6933
C 3.0738 -7.0499 -2.0062
C 4.0140 -6.5423 -2.8914
C 3.8299 -5.3051 -3.4899
C 2.7071 -4.5549 -3.1847
C 2.8588 -3.4226 0.0550
C 3.4402 -2.4964 -0.7928
C 4.6931 -2.7648 -1.3154
C 5.3456 -3.9434 -0.9836
C 4.7440 -4.8637 -0.1388
C 3.4881 -4.6068 0.3859
C 0.9723 -3.8526 2.2605
C 2.0312 -3.7940 3.1535
C 1.8684 -4.3202 4.4236
C 0.6520 -4.8716 4.7964
C -0.4042 -4.9051 3.8987
C -0.2521 -4.3881 2.6210
H 0.1606 -2.9767 -5.3624
H -0.1603 -2.3398 -7.7366
H -1.0760 -0.1139 -8.2969
H -1.6393 1.4809 -6.5038
H -1.2851 0.8357 -4.1318
H -2.5564 -2.7795 -4.4215
H -4.6904 -3.8216 -3.7757
H -5.4099 -3.8010 -1.4095
H -3.9974 -2.6979 0.2967
H -1.8558 -1.6384 -0.3489
H -1.8319 -5.2228 -0.2967
H -3.7043 -6.7176 -0.9322
H -3.9711 -7.4136 -3.2907
H -2.3228 -6.6979 -4.9847
H -0.4590 -5.2051 -4.3297
H 1.2092 -6.6812 -1.0000
H 3.2156 -8.0222 -1.5608
H 4.8995 -7.1132 -3.1164
H 4.5533 -4.9210 -4.1927
H 2.5318 -3.5844 -3.6207
H 2.9033 -1.5868 -1.0249
H 5.1608 -2.0584 -1.9823
H 6.3313 -4.1429 -1.3738
H 5.2450 -5.7836 0.1179
H 3.0080 -5.3087 1.0482
H 2.9628 -3.3378 2.8563
H 2.6918 -4.2910 5.1190
H 0.5242 -5.2573 5.7954
H -1.3500 -5.3292 4.1988
H -1.0667 -4.3894 1.9141
O -0.9764 2.2262 -0.2951
C -1.9372 2.8211 0.5183
C -2.2342 1.3440 1.9352
O -2.8311 1.8341 2.8052
O -1.7152 0.4014 1.4271
C -3.2915 2.7478 -0.0086
C -4.3546 3.4240 0.6189
C -5.5845 3.4992 0.0011
C -5.7917 2.8898 -1.2310
C -4.7639 2.1649 -1.8300
C -3.5358 2.0608 -1.2124
C -1.4644 4.0921 1.1276
C -0.7676 4.9368 0.2450
C -0.3697 6.1973 0.6381
C -0.6113 6.6315 1.9345
C -1.2466 5.7832 2.8301
C -1.6759 4.5258 2.4373
H -0.1319 2.6948 -0.1624
H -4.2002 3.8976 1.5750
H -6.3885 4.0447 0.4709
H -6.7511 2.9810 -1.7178
H -4.9254 1.6906 -2.7869
H -2.7357 1.4936 -1.6704
H -0.6216 4.6288 -0.7815
H 0.1108 6.8471 -0.0762
H -0.3329 7.6304 2.2316
H -1.4105 6.1116 3.8439
H -2.1636 3.8854 3.1560
N 1.7502 1.7088 0.3887
C 2.7776 2.2420 0.3182
N 3.9058 2.8463 0.1863
C 4.1902 4.1535 0.7487
C 5.4657 4.0519 1.6107
O 6.5245 3.5129 0.8668
C 6.2441 2.2257 0.3937
C 5.0138 2.2492 -0.5367
H 3.3517 4.5068 1.3476
H 4.3706 4.8560 -0.0724
H 5.2552 3.4294 2.4933
H 5.7771 5.0475 1.9315
H 6.0454 1.5392 1.2310
H 7.1255 1.8891 -0.1561
H 4.7565 1.2414 -0.8601
H 5.2403 2.8671 -1.4119
```

Its spin multiplicity is 1. The HOMO energy (alpha / beta) comes out at -15.0 / -15.0 eV. The total charge is +3.


ii:
Formula: C55H49N6O4PdS3
Source: the Open Molecules 2025 dataset
Level of theory: the ωB97M-V functional and the def2-TZVPD basis

```
118
Properties=species:S:1:pos:R:3
Pd 0.1084 -0.2775 -0.5184
N -1.0484 1.2078 -1.0809
S -1.0945 1.9742 -2.3593
N -0.5408 3.5071 -2.2661
S 0.9402 3.9019 -2.4626
N 2.0481 2.9621 -1.9407
S 2.1492 2.2252 -0.4930
N 1.7304 0.8035 -0.4544
C 1.4627 3.3735 0.6844
C 0.2223 3.1178 1.2458
C -0.3140 4.0536 2.1200
C 0.3899 5.2086 2.4292
C 1.6388 5.4457 1.8660
C 2.1824 4.5290 0.9834
C 3.8826 2.2949 -0.1846
C 4.3144 1.7197 1.0052
C 5.6607 1.7678 1.3180
C 6.5545 2.3800 0.4459
C 6.1082 2.9473 -0.7381
C 4.7588 2.9131 -1.0637
C 1.3733 4.1098 -4.1603
C 2.4571 3.4490 -4.7166
C 2.7486 3.6819 -6.0540
C 1.9680 4.5546 -6.7978
C 0.8826 5.2067 -6.2194
C 0.5771 4.9894 -4.8890
C 1.0098 5.5336 -1.7995
C 2.2073 6.2209 -1.9762
C 2.3052 7.5110 -1.4886
C 1.2159 8.0953 -0.8484
C 0.0290 7.3953 -0.6885
C -0.0858 6.0971 -1.1653
C -0.3786 1.3249 -3.8625
C 0.6155 0.3618 -3.8203
C 1.1959 -0.0507 -5.0128
C 0.7833 0.4976 -6.2177
C -0.2144 1.4666 -6.2456
C -0.7996 1.8896 -5.0663
C -2.7796 2.2712 -2.7851
C -3.3621 3.5220 -2.6579
C -4.7073 3.6594 -2.9740
C -5.4367 2.5638 -3.4101
C -4.8352 1.3146 -3.5266
C -3.4995 1.1578 -3.2057
H -0.3130 2.2157 0.9908
H -1.2835 3.8760 2.5663
H -0.0309 5.9260 3.1213
H 2.1913 6.3409 2.1172
H 3.1604 4.7003 0.5526
H 3.6027 1.2496 1.6698
H 6.0153 1.3317 2.2417
H 7.6067 2.4151 0.6939
H 6.8101 3.4200 -1.4113
H 4.3948 3.3524 -1.9804
H 3.0467 2.7692 -4.1188
H 3.5930 3.1844 -6.5115
H 2.2069 4.7348 -7.8375
H 0.2832 5.8907 -6.8046
H -0.2573 5.4976 -4.4202
H 3.0408 5.7584 -2.4916
H 3.2240 8.0666 -1.6172
H 1.2957 9.1075 -0.4748
H -0.8129 7.8605 -0.1939
H -0.9954 5.5287 -1.0407
H 0.9461 -0.0556 -2.8795
H 1.9691 -0.8071 -4.9971
H 1.2389 0.1685 -7.1423
H -0.5389 1.8885 -7.1873
H -1.5803 2.6392 -5.0812
H -2.7764 4.3658 -2.3264
H -5.1832 4.6261 -2.8830
H -6.4818 2.6812 -3.6630
H -5.4120 0.4681 -3.8742
H -3.0128 0.1927 -3.2808
O -1.2613 -1.7306 1.4061
C -0.7837 -2.4932 2.3661
C 1.6618 -0.3952 3.1743
O 2.3461 -0.9379 3.9275
O 0.9654 0.1425 2.4116
C -1.3897 -2.3851 3.6747
C -1.5621 -3.5090 4.4972
C -2.1596 -3.3716 5.7357
C -2.5903 -2.1227 6.1661
C -2.4359 -1.0019 5.3537
C -1.8533 -1.1292 4.1106
C 0.3227 -3.3293 2.0261
C 0.6485 -3.5596 0.6718
C 1.6876 -4.3985 0.3461
C 2.4324 -5.0108 1.3570
C 2.1593 -4.7527 2.6944
C 1.1204 -3.9093 3.0331
H -2.0260 -1.2324 1.7432
H -1.2854 -4.4912 4.1395
H -2.2992 -4.2413 6.3626
H -3.0559 -2.0210 7.1373
H -2.7619 -0.0313 5.7005
H -1.6888 -0.2382 3.5118
H 0.0537 -3.1162 -0.1177
H 1.9185 -4.5972 -0.6912
H 3.2381 -5.6843 1.0956
H 2.7648 -5.2000 3.4702
H 0.9616 -3.6505 4.0699
N -1.2093 -1.6756 -1.6564
C -2.0212 -2.3838 -2.0864
N -2.9014 -3.1909 -2.6003
C -2.8532 -3.6198 -4.0117
C -4.2672 -3.5895 -4.5687
O -5.1503 -4.3348 -3.7577
C -5.2319 -3.8187 -2.4469
C -3.8785 -3.9127 -1.7647
H -2.4549 -4.6359 -4.0536
H -2.1979 -2.9526 -4.5696
H -4.2830 -4.0469 -5.5559
H -4.6151 -2.5512 -4.6534
H -5.9666 -4.4175 -1.9123
H -5.5682 -2.7736 -2.4691
H -3.5741 -4.9602 -1.7011
H -3.8971 -3.4771 -0.7669
```

Its spin multiplicity is 1. The HOMO energy comes out at -15.4 eV. The total charge is +3.


Which of them is most stable? Easy: ii.


i:
Formula: CH7NO
Source: the Open Molecules 2025 dataset
Level of theory: the ωB97M-V functional and the def2-TZVPD basis

```
10
Properties=species:S:1:pos:R:3
C -2.1035 -1.8081 0.5683
N -2.5822 -0.4600 0.8062
H -1.4123 -2.1823 1.3915
H -1.6480 -1.9000 -0.4443
H -2.7260 -2.7691 0.6102
H -3.4914 -0.2456 0.5789
H -2.3176 -0.1202 1.6923
O 5.5139 2.8344 -1.5075
H 6.0474 3.2198 -2.2132
H 4.7198 3.4312 -1.4824
```

Its spin multiplicity is 1. The HOMO energy comes out at -9.1 eV. The total charge is 0. The SMILES is CN.O.


ii:
Formula: CH7NO
Source: the Open Molecules 2025 dataset
Level of theory: the ωB97M-V functional and the def2-TZVPD basis

```
10
Properties=species:S:1:pos:R:3
C -1.9208 -0.3693 -0.0073
N -0.7530 0.6596 0.0079
H -1.8653 -1.0391 0.8272
H -3.0634 -0.0988 -0.2460
H -1.8204 -1.0893 -0.8138
H -0.9996 1.1280 -0.7786
H -0.8564 1.4861 0.6392
O 3.9475 0.0597 -0.0961
H 4.4429 -0.7340 0.2569
H 2.8884 -0.0030 0.2105
```

Its spin multiplicity is 1. The HOMO energy comes out at -10.1 eV. The total charge is 0. The SMILES is CN.O.


iii:
Formula: CH7NO
Source: the Open Molecules 2025 dataset
Level of theory: the ωB97M-V functional and the def2-TZVPD basis

```
10
Properties=species:S:1:pos:R:3
C -1.6676 0.2411 0.0040
O -0.8544 -0.9210 0.0076
H -1.3968 0.8819 -0.7886
H -1.5658 0.6376 1.0663
H -2.7660 -0.0644 -0.2501
H 0.0902 -0.6092 -0.1500
N 1.7440 -0.0527 -0.0031
H 2.0296 -0.5175 0.8242
H 2.3358 -0.5101 -0.7176
H 2.0510 0.9143 0.0073
```

Its spin multiplicity is 1. The HOMO energy comes out at -9.3 eV. The total charge is 0. The SMILES is CO.N.


Which of them is most stable? Easy: iii.


i:
Formula: C4H4F3I
Source: the Open Molecules 2025 dataset
Level of theory: the ωB97M-V functional and the def2-TZVPD basis

```
12
Properties=species:S:1:pos:R:3
C -1.0627 0.3722 0.0632
C -0.9709 -1.0872 -0.5059
C 0.3550 0.8925 -0.0492
C 1.1878 -0.2920 0.5216
F 0.5798 2.0041 0.6828
F 0.7247 1.1158 -1.3733
F 1.0350 -0.5526 1.7626
I 3.0681 -0.7191 -0.3715
H -1.8251 1.0912 -0.4037
H -1.1886 0.2692 1.0784
H -1.1785 -1.8701 0.1145
H -0.7243 -1.2240 -1.5196
```

Its spin multiplicity is 1. The HOMO energy (alpha / beta) comes out at -8.4 / -8.8 eV. The total charge is 0.


ii:
Formula: C4H4F3I
Source: the Open Molecules 2025 dataset
Level of theory: the ωB97M-V functional and the def2-TZVPD basis

```
12
Properties=species:S:1:pos:R:3
C 0.3226 -0.6163 0.8931
C 0.8552 -0.9443 -0.4743
C -0.3093 0.7372 0.5374
C -0.4542 0.5185 -1.0201
F 0.5401 1.8093 0.7814
F -1.4118 0.9783 1.2353
F -0.0748 1.5764 -1.8298
I -2.4984 -0.1703 -1.5429
H -0.4851 -1.2115 1.3910
H 1.0445 -0.3974 1.5995
H 1.7707 -0.2952 -0.6956
H 0.7004 -1.9847 -0.8750
```

Its spin multiplicity is 1. The HOMO energy comes out at -9.5 eV. The total charge is 0.


Which of them is most stable? Easy: ii.